{"formula": "C20H22F2N4O2", "method": "ωB97M-V/def2-TZVPD", "elements": ["O", "C", "C", "N", "C", "C", "N", "C", "C", "O", "N", "C", "C", "C", "C", "C", "C", "F", "C", "C", "N", "C", "C", "C", "C", "C", "F", "C", "H", "H", "H", "H", "H", "H", "H", "H", "H", "H", "H", "H", "H", "H", "H", "H", "H", "H", "H", "H", "H", "H"], "positions_angstrom": [[4.011, 2.391, -0.266], [2.887, 2.179, 0.125], [1.906, 3.304, 0.479], [0.539, 2.845, 0.348], [0.077, 2.855, -1.031], [-1.233, 2.077, -1.119], [-2.207, 2.670, -0.226], [-3.571, 2.232, -0.453], [-3.765, 0.740, -0.747], [-4.342, 0.343, -1.733], [-3.204, -0.074, 0.194], [-3.018, -1.455, 0.140], [-3.679, -2.303, -0.743], [-3.418, -3.662, -0.725], [-2.504, -4.203, 0.164], [-1.833, -3.376, 1.051], [-2.099, -2.026, 1.023], [-1.434, -1.195, 1.876], [-1.729, 2.703, 1.139], [-0.435, 3.517, 1.186], [2.327, 0.960, 0.341], [2.846, -0.313, 0.136], [2.009, -1.405, 0.368], [2.469, -2.693, 0.179], [3.768, -2.922, -0.243], [4.583, -1.827, -0.466], [5.851, -2.037, -0.876], [4.155, -0.526, -0.288], [2.140, 4.181, -0.141], [2.099, 3.574, 1.522], [0.830, 2.380, -1.663], [-0.085, 3.885, -1.388], [-1.624, 2.120, -2.137], [-1.026, 1.020, -0.872], [-3.958, 2.766, -1.328], [-4.182, 2.509, 0.410], [-2.752, 0.376, 0.979], [-4.384, -1.883, -1.440], [-3.939, -4.305, -1.417], [-2.310, -5.263, 0.170], [-1.112, -3.761, 1.754], [-2.485, 3.175, 1.770], [-1.493, 1.704, 1.553], [-0.063, 3.552, 2.212], [-0.638, 4.544, 0.843], [1.354, 1.014, 0.634], [0.997, -1.235, 0.704], [1.810, -3.529, 0.360], [4.147, -3.918, -0.396], [4.818, 0.302, -0.474]], "homo_ha": -0.31571, "total_energy_ev": -36588.425, "molar_mass_g_mol": 388.4, "de_lowest_kj_mol": 0.0, "gap_ev": 9.17, "smiles": "O=C(CN1CCN(CC(=O)Nc2ccccc2F)CC1)Nc1cccc(F)c1", "lumo_energy_ev": 0.6}

---

{"formula": "C8H20O6S", "method": "ωB97M-V/def2-TZVPD", "elements": ["C", "C", "O", "S", "O", "O", "O", "H", "H", "H", "H", "C", "C", "C", "O", "H", "H", "H", "H", "H", "H", "H", "H", "C", "C", "C", "O", "H", "H", "H", "H", "H", "H", "H", "H"], "positions_angstrom": [[1.766, -0.063, -0.272], [2.206, 1.176, -0.534], [1.714, 2.258, 0.210], [0.234, 2.806, -0.184], [0.152, 2.908, -1.615], [-0.694, 1.484, 0.276], [-1.639, 1.139, -0.725], [1.510, -0.768, -1.053], [1.595, -0.337, 0.764], [3.041, 1.429, -1.176], [-1.260, 0.320, -1.083], [-2.126, -1.859, -4.228], [-0.796, -1.961, -3.499], [0.036, -3.123, -4.016], [-1.013, -2.099, -2.091], [-2.712, -2.770, -4.075], [-2.710, -1.022, -3.847], [-1.980, -1.721, -5.300], [-0.240, -1.030, -3.621], [-0.493, -4.067, -3.857], [0.985, -3.182, -3.484], [0.240, -3.019, -5.082], [-1.504, -2.914, -1.943], [-0.424, 0.687, 5.058], [0.766, 1.057, 4.187], [0.786, 2.544, 3.872], [0.750, 0.299, 2.977], [-1.358, 0.921, 4.539], [-0.423, -0.381, 5.273], [-0.410, 1.233, 6.003], [1.690, 0.777, 4.695], [-0.117, 2.820, 3.319], [1.645, 2.784, 3.243], [0.837, 3.152, 4.777], [-0.053, 0.522, 2.490]], "homo_ha": -0.33560, "total_energy_ev": -31735.099, "molar_mass_g_mol": 244.3, "gap_ev": 9.77, "lumo_energy_ev": 0.6}

---

{"formula": "C4H9NO2", "method": "ωB97M-V/def2-TZVPD", "elements": ["C", "C", "C", "O", "H", "H", "H", "H", "H", "H", "H", "N", "C", "O", "H", "H"], "positions_angstrom": [[-1.065, 1.072, -0.532], [-1.020, 0.154, 0.672], [-1.679, -1.153, 0.599], [-0.274, -1.075, 0.731], [-0.463, 1.971, -0.389], [-2.111, 1.378, -0.674], [-0.732, 0.577, -1.449], [-0.960, 0.664, 1.632], [-2.207, -1.568, 1.451], [-2.000, -1.488, -0.387], [2.244, 1.620, 0.260], [1.722, 0.748, 0.256], [2.336, -0.127, -0.434], [1.888, -1.362, -0.644], [3.295, 0.026, -0.935], [1.027, -1.436, -0.157]], "homo_ha": -0.36365, "total_energy_ev": -9877.447, "molar_mass_g_mol": 103.1, "de_lowest_kj_mol": 252.2, "gap_ev": 10.95, "smiles": "C[C@H]1CO1.[H]/N=C/O", "lumo_energy_ev": 1.1}

---

{"formula": "C4H12N2O2", "method": "ωB97M-V/def2-TZVPD", "elements": ["N", "C", "C", "C", "O", "N", "C", "O", "H", "H", "H", "H", "H", "H", "H", "H", "H", "H", "H", "H"], "positions_angstrom": [[-0.376, -2.316, 1.571], [-1.006, -1.122, 1.016], [-0.163, -0.240, 0.036], [0.792, 0.636, 0.855], [2.094, 0.076, 0.591], [-0.909, 0.477, -0.992], [-0.132, 1.004, -2.111], [0.029, 2.350, -1.963], [0.427, -2.016, 2.123], [-0.011, -2.926, 0.828], [-1.325, -0.541, 1.923], [-1.872, -1.449, 0.458], [0.499, -1.082, -0.394], [0.522, 0.564, 1.892], [0.732, 1.690, 0.545], [2.701, 0.458, 1.276], [-1.879, 0.215, -0.979], [-0.608, 0.644, -3.053], [0.922, 0.681, -2.285], [-0.435, 2.897, -1.335]], "homo_ha": -0.32644, "total_energy_ev": -11415.994, "molar_mass_g_mol": 120.2, "de_lowest_kj_mol": 310.9, "gap_ev": 9.75, "smiles": "NC[C@H](CO)NCO", "lumo_energy_ev": 0.9}